C62H48FeN2OP2S2Sb | ωB97M-V/def2-TZVPD

Values from the calculation:
ΔE to the lowest compared entry with this formula, charge and spin = 73.6 kcal/mol
Frontier orbital gap (alpha / beta) = 6.865 / 7.072 eV
Charge = +2
Multiplicity = 6
Energy = -151254.7178 eV

The geometry in XYZ format:
```
119
Properties=species:S:1:pos:R:3:forces:R:3
Fe 15.470 10.370 12.960 0.850 -0.678 0.663
O 16.313 6.965 11.422 -0.435 0.244 -0.185
S 15.371 7.882 12.098 0.587 0.473 0.515
C 14.969 7.054 13.648 0.553 0.290 -0.475
C 14.435 5.789 13.632 -0.301 -1.051 0.281
C 14.491 4.996 14.769 0.188 -0.969 -0.266
C 15.163 5.443 15.884 0.023 0.634 0.534
C 15.748 6.692 15.900 -0.375 -0.335 -1.274
C 15.696 7.488 14.748 0.314 1.197 0.652
P 16.672 9.089 14.653 0.341 -0.069 0.761
C 16.094 10.132 16.090 -0.549 -0.158 -0.809
C 14.793 10.817 15.708 -0.411 0.386 0.953
C 14.490 12.281 16.165 0.680 -0.463 -0.607
C 15.784 13.032 16.302 -0.479 -1.345 0.476
C 16.904 12.415 16.765 -0.216 -0.902 -0.461
C 17.027 11.027 16.808 -0.935 0.184 -1.081
C 18.327 8.419 14.978 -0.237 -0.472 0.359
C 19.007 7.906 13.868 0.528 0.489 1.460
C 20.161 7.159 14.038 0.106 -0.863 0.798
C 20.540 6.768 15.340 -0.641 1.437 -0.538
C 19.854 7.298 16.453 0.796 -0.773 -0.454
C 18.750 8.104 16.286 -0.202 -0.025 -0.902
C 13.917 8.221 11.142 -0.723 -1.181 -0.356
C 12.995 7.196 10.875 0.969 -0.366 1.169
C 11.989 7.436 10.014 -1.556 -0.437 -0.883
C 11.812 8.692 9.472 -0.828 -0.924 -1.198
C 12.696 9.682 9.684 1.248 1.433 0.084
C 13.808 9.456 10.491 0.086 -0.813 0.452
P 15.179 10.594 10.698 0.519 0.330 -1.285
C 14.806 12.019 9.703 -0.255 1.118 -0.114
C 14.846 13.271 10.303 -0.299 0.744 0.941
C 14.590 14.475 9.620 0.770 -0.090 -0.035
C 14.395 14.390 8.255 -0.584 -1.178 -0.075
C 14.323 13.123 7.625 0.029 0.916 -0.079
C 14.552 11.959 8.327 -0.198 0.170 -0.405
C 16.535 9.908 9.716 1.451 0.674 0.801
C 16.408 8.921 8.783 -0.654 -0.062 -1.419
C 17.455 8.621 7.934 1.221 0.183 -0.992
C 18.698 9.262 8.051 -1.273 -0.920 0.837
C 18.865 10.214 9.042 -0.551 -0.181 -0.211
C 17.788 10.552 9.846 -0.520 -0.729 0.034
H 14.114 5.344 12.713 -0.328 -0.102 -0.250
H 14.185 3.942 14.783 -0.236 0.604 -0.347
H 15.284 4.853 16.777 -0.171 -0.382 -0.010
H 16.275 6.939 16.784 0.574 0.709 0.573
H 14.287 8.769 16.202 0.351 -0.314 -0.464
H 13.988 12.330 17.133 -0.192 -0.186 -0.013
H 15.805 14.056 16.261 -0.309 2.448 -0.316
H 17.793 12.957 17.025 0.080 0.449 0.144
H 17.990 10.702 16.965 1.922 -1.095 0.758
H 18.647 8.149 12.915 -0.349 0.214 -1.423
H 20.732 6.802 13.180 -0.249 0.103 0.234
H 21.405 6.146 15.453 0.233 -0.227 0.230
H 20.201 7.044 17.449 -0.109 -0.006 -0.060
H 18.179 8.399 17.148 -0.071 0.321 0.200
H 13.051 6.226 11.367 0.204 0.323 -0.251
H 11.252 6.678 9.731 0.490 0.020 0.257
H 11.034 8.808 8.737 -0.345 0.275 0.035
H 12.608 10.629 9.164 -0.111 -0.023 0.126
H 15.051 13.333 11.380 -0.054 -0.043 -0.341
H 14.659 15.465 10.115 -0.142 -0.929 -0.249
H 14.197 15.245 7.648 0.034 0.561 -0.146
H 14.072 13.102 6.559 0.250 -0.155 0.448
H 14.504 11.041 7.757 0.125 -0.257 0.260
H 15.429 8.547 8.547 -0.286 -0.580 0.161
H 17.383 7.973 7.052 -0.474 -0.102 0.724
H 19.501 8.864 7.469 0.454 0.353 -0.436
H 19.814 10.684 9.137 0.548 0.429 0.318
H 17.905 11.269 10.626 0.190 0.655 0.384
N 13.544 12.778 15.135 0.024 1.398 1.296
C 13.471 11.887 14.266 0.562 -1.209 -0.975
S 12.364 11.883 12.859 0.125 0.493 -0.160
Sb 10.580 11.506 14.342 -0.339 0.949 0.449
C 11.090 11.223 16.298 0.234 -0.464 1.988
C 11.004 9.906 16.758 0.315 -0.752 -0.232
C 11.101 9.622 18.129 -0.610 -0.534 -0.254
C 11.243 10.628 19.066 -0.029 0.570 -0.593
C 11.374 11.948 18.638 -0.615 0.048 -1.073
C 11.256 12.236 17.264 0.098 -1.041 0.511
C 9.473 13.268 14.357 0.123 -0.318 -0.011
C 8.087 13.236 14.370 0.836 -0.711 -0.069
C 7.454 14.420 14.619 -1.305 1.133 0.810
C 8.149 15.626 14.761 0.355 0.843 -0.480
C 9.564 15.623 14.779 -2.762 -0.417 -0.113
C 10.197 14.429 14.619 0.196 -0.696 -0.508
C 9.667 9.783 13.748 -0.134 -1.213 -1.352
C 10.218 9.226 12.569 0.199 0.889 0.579
C 9.615 8.212 11.901 -2.069 -1.770 0.022
C 8.425 7.656 12.430 -0.801 -0.062 -0.008
C 7.852 8.162 13.605 1.400 0.468 -1.029
C 8.512 9.220 14.262 -0.833 -0.901 0.198
H 10.877 9.087 16.016 0.031 0.501 0.780
H 10.951 8.604 18.505 0.188 0.330 -0.409
H 11.196 10.397 20.111 0.172 -0.092 0.355
H 11.428 12.774 19.346 0.143 -0.222 -0.151
H 11.264 13.237 16.946 0.112 1.234 -0.289
H 7.550 12.304 14.190 -0.031 0.308 0.186
H 6.389 14.381 14.857 0.120 0.283 -0.660
H 7.629 16.628 14.738 0.413 -1.447 0.502
H 10.050 16.537 14.932 0.926 1.052 0.093
H 11.257 14.400 14.592 0.960 -0.069 0.135
H 11.148 9.619 12.214 0.367 0.210 -0.391
H 9.933 7.787 10.954 0.250 0.378 0.467
H 7.873 6.831 11.914 0.763 0.840 0.320
H 6.894 7.799 13.936 0.036 -0.161 0.341
H 8.091 9.449 15.224 -0.029 0.792 0.250
N 14.232 10.749 14.367 0.152 -0.579 0.285
C 14.760 9.626 16.644 -0.822 1.084 -0.341
C 14.419 9.664 18.057 0.544 0.054 2.217
C 13.977 8.469 18.653 -0.150 1.288 -1.043
C 13.723 8.432 19.991 -0.599 -1.372 0.774
C 13.996 9.457 20.838 0.489 1.995 0.465
C 14.504 10.642 20.312 0.137 -0.285 -0.189
C 14.696 10.742 18.949 0.718 -0.545 -1.010
H 13.738 7.597 18.070 0.062 -0.155 -0.351
H 13.276 7.537 20.378 0.000 -0.454 0.303
H 13.888 9.468 21.907 -0.336 -0.661 0.274
H 14.835 11.451 20.960 -0.204 -0.128 -0.097
H 15.289 11.576 18.590 -0.445 0.141 -0.031
```
Forces are in eV/Å.